C56H146N8O20 | the ωB97M-V functional and the def2-TZVPD basis

The geometry in ORCA input format:
```
! wB97M-V def2-TZVPD RIJCOSX def2/J DEFGRID3
* xyz 0 1
C 2.8842 2.2011 -24.9510
C 2.3072 1.4622 -23.7758
C 3.3825 0.6213 -23.0488
O 2.7613 -0.0266 -21.9512
C 3.6991 -0.7566 -21.0903
N 1.7552 2.3700 -22.7657
H 3.6311 2.9421 -24.6659
H 2.1017 2.7458 -25.4793
H 3.3081 1.3871 -25.5389
H 1.4537 0.8346 -24.0324
H 4.3259 1.0912 -22.7707
H 3.6096 -0.2926 -23.5978
H 4.5536 -0.2512 -20.6403
H 4.1807 -1.5855 -21.6092
H 3.1771 -1.2288 -20.2580
H 2.5691 2.9031 -22.4948
H 1.8267 1.6326 -22.0792
C 4.5644 12.3728 -33.5114
C 4.8939 10.8269 -33.4265
O 3.7114 10.1139 -33.3619
H 3.8037 12.6188 -34.2523
H 5.4169 12.8732 -33.9708
H 4.2933 12.7765 -32.5359
H 5.4833 10.6260 -32.5319
H 5.3795 10.4594 -34.3306
H 3.9306 9.2128 -33.1137
C 1.9535 12.7499 -18.1439
C 3.0375 12.9525 -19.1795
O 4.1226 13.6044 -18.4803
H 1.4770 13.6517 -17.7594
H 2.3090 12.3203 -17.2073
H 1.1587 12.0762 -18.4641
H 2.7289 13.7443 -19.8620
H 3.3274 12.0451 -19.7092
H 4.4167 13.0117 -17.7846
C 1.6777 3.3229 -11.7587
C 1.3600 2.7448 -13.1417
O 2.2631 1.6952 -13.4879
H 1.0520 4.1622 -11.4552
H 2.7163 3.6336 -11.8722
H 1.5681 2.6296 -10.9248
H 1.3694 3.3742 -14.0316
H 0.3391 2.3714 -13.0614
H 2.1379 1.5067 -14.4209
C 9.0849 9.6099 -14.0888
C 8.2353 9.2296 -15.3229
O 7.0492 9.9899 -15.3061
H 9.4622 10.6313 -14.1386
H 9.9525 8.9531 -14.1526
H 8.5026 9.3929 -13.1933
H 8.0406 8.1808 -15.5469
H 8.8029 9.4632 -16.2237
H 6.3501 9.4298 -14.9609
C -1.6303 10.2161 -23.4434
C -0.9180 8.9049 -23.5751
O -1.6234 7.9090 -22.9335
H -1.1029 11.1093 -23.7784
H -1.8332 10.3492 -22.3807
H -2.5855 10.1672 -23.9661
H 0.1112 8.9226 -23.2165
H -0.9193 8.6852 -24.6427
H -1.0226 7.1673 -23.0364
C 8.0422 17.6366 -23.9981
O 9.2499 17.0893 -23.4025
C 9.5004 17.5951 -22.1565
C 10.2426 18.9443 -22.2907
N 11.6009 18.8637 -22.6919
C 12.0485 20.1740 -23.0082
C 12.0833 20.4710 -24.5437
O 13.3728 20.1094 -25.0258
C 13.6827 18.7247 -25.2172
H 8.1013 18.6999 -24.2308
H 7.1465 17.4445 -23.4074
H 7.7722 17.1917 -24.9559
H 10.0884 16.9874 -21.4688
H 8.5268 17.6558 -21.6702
H 10.1915 19.5362 -21.3768
H 9.6562 19.4250 -23.0737
H 11.6969 18.2395 -23.4801
H 13.1042 20.2847 -22.7608
H 11.4534 20.9686 -22.5580
H 11.9692 21.5527 -24.6145
H 11.2080 20.0812 -25.0634
H 12.9118 18.0962 -25.6632
H 13.7929 18.2369 -24.2488
H 14.6179 18.6363 -25.7701
C 15.7065 10.9061 -36.5787
O 15.8461 11.5860 -35.3741
C 14.6222 11.9354 -34.7428
C 14.8575 12.4490 -33.3344
N 13.8939 11.9178 -32.3544
C 12.5761 12.5645 -32.5480
C 11.6411 11.9847 -31.4205
O 12.1405 12.4091 -30.1353
C 11.6785 13.6267 -29.5386
H 16.5102 10.8148 -37.3094
H 14.9148 11.4237 -37.1204
H 15.3822 9.8703 -36.4793
H 14.0646 11.0043 -34.8437
H 14.0151 12.6581 -35.2880
H 14.9929 13.5107 -33.1281
H 15.7588 11.9130 -33.0367
H 14.2648 11.9976 -31.4184
H 12.2232 12.3312 -33.5525
H 12.7034 13.6382 -32.4096
H 11.8588 10.9300 -31.2526
H 10.5537 12.0588 -31.4348
H 12.1018 14.5187 -30.0003
H 11.9089 13.6267 -28.4733
H 10.6272 13.7291 -29.8076
C 3.9453 7.1165 -20.3727
O 4.5456 6.2255 -21.3463
C 5.8538 6.6129 -21.7417
C 6.1789 7.9416 -22.4987
N 5.6434 7.9623 -23.8479
C 6.1069 9.2628 -24.4483
C 5.2199 9.6583 -25.6988
O 3.8613 9.7668 -25.3152
C 3.0863 10.6327 -26.1439
H 3.7240 8.1225 -20.7293
H 4.3421 7.1606 -19.3585
H 2.9544 6.7015 -20.1886
H 6.3722 5.7522 -22.1643
H 6.3637 6.8197 -20.8008
H 7.2430 8.1763 -22.4704
H 5.6153 8.6729 -21.9194
H 4.6410 7.8509 -23.9011
H 7.1169 9.0689 -24.8095
H 6.2044 10.1083 -23.7673
H 5.3936 8.9017 -26.4640
H 5.7343 10.5452 -26.0689
H 3.2496 10.4334 -27.2030
H 3.4152 11.6128 -25.7985
H 2.0492 10.4132 -25.8904
C -3.4642 -0.2164 -16.9956
O -3.0281 -1.1793 -15.9691
C -3.8804 -1.2232 -14.8127
C -5.3259 -1.7167 -14.9784
N -6.2266 -1.3006 -13.9200
C -6.0836 -1.9969 -12.6529
C -7.2013 -1.8011 -11.6480
O -7.4143 -2.7966 -10.6847
C -8.2373 -2.4175 -9.5690
H -2.8448 -0.3121 -17.8873
H -3.3616 0.7694 -16.5420
H -4.5019 -0.5124 -17.1495
H -3.9426 -0.2208 -14.3893
H -3.4556 -1.9307 -14.1006
H -5.3409 -2.7748 -15.2399
H -5.7971 -1.3929 -15.9064
H -7.1738 -1.4795 -14.2214
H -5.1444 -1.7712 -12.1478
H -6.2131 -3.0515 -12.8960
H -8.0984 -1.7462 -12.2647
H -7.1219 -0.9011 -11.0382
H -9.2348 -2.1259 -9.8979
H -7.8233 -1.6253 -8.9452
H -8.4554 -3.2608 -8.9137
C 15.5450 6.8889 -26.4454
O 16.1946 8.1639 -26.2444
C 15.4309 9.3324 -26.3649
C 16.3974 10.5074 -26.5017
N 17.2855 10.5846 -27.6615
C 18.1737 11.6668 -27.5731
C 18.9565 11.8490 -28.9228
O 20.2767 12.5463 -28.6726
C 21.0406 12.6060 -29.8220
H 16.0851 6.1600 -25.8411
H 15.7015 6.5555 -27.4713
H 14.5833 6.8567 -25.9335
H 14.7836 9.4636 -25.4978
H 14.9155 9.2781 -27.3237
H 17.0617 10.4975 -25.6376
H 15.8283 11.4343 -26.4288
H 17.7382 9.6836 -27.6035
H 18.8309 11.4939 -26.7209
H 17.6692 12.5868 -27.2780
H 18.2831 12.3897 -29.5878
H 19.0230 10.8627 -29.3820
H 20.8836 11.7037 -30.4129
H 22.0598 12.8866 -29.5562
H 20.6279 13.4131 -30.4273
C 8.2932 -4.8154 -30.9064
O 8.8073 -3.8506 -29.8958
C 9.8888 -2.9435 -30.2652
C 10.5546 -2.3193 -29.0460
N 9.7936 -1.2441 -28.3362
C 9.7926 0.0820 -29.0109
C 8.7707 1.1158 -28.4697
O 8.4871 2.2649 -29.3868
C 9.5420 3.2311 -29.3560
H 7.6865 -4.2693 -31.6288
H 7.7532 -5.6555 -30.4698
H 9.1701 -5.1802 -31.4414
H 9.6271 -2.1728 -30.9902
H 10.6616 -3.5389 -30.7515
H 11.5172 -2.0038 -29.4483
H 10.6881 -3.0865 -28.2833
H 8.8180 -1.4625 -28.1925
H 9.5251 -0.2188 -30.0238
H 10.7455 0.6079 -29.0687
H 9.0842 1.5027 -27.5001
H 7.7966 0.7208 -28.1814
H 9.5822 3.4384 -28.2866
H 9.1355 4.0927 -29.8856
H 10.4538 2.7733 -29.7395
C -1.1579 17.7974 -23.3111
O -2.1761 16.9327 -22.9117
C -3.2714 17.5797 -22.3079
C -3.0094 18.2516 -20.9667
N -4.1814 18.9123 -20.3842
C -4.0545 19.1454 -18.9426
C -2.9732 20.0664 -18.4912
O -3.0596 20.0440 -17.0404
C -1.7872 20.3593 -16.3979
H -1.1588 18.7240 -22.7372
H -1.2157 18.0694 -24.3650
H -0.2005 17.3390 -23.0632
H -3.9819 16.7553 -22.2482
H -3.7802 18.2497 -23.0011
H -2.3070 19.0818 -21.0410
H -2.5405 17.5354 -20.2920
H -4.9138 18.2218 -20.4672
H -4.0665 18.1769 -18.4427
H -4.9892 19.5526 -18.5570
H -3.0509 21.1023 -18.8214
H -2.0248 19.6990 -18.8832
H -1.0225 19.7121 -16.8275
H -1.8152 20.2599 -15.3128
H -1.5639 21.4183 -16.5274
*
```

Results
HOMO: -8.5611 eV
orbital gap: 8.77 eV
LUMO energy: 0.21 eV
DFT total energy: -4163.30535 Ha
F_max: 0.0715 Eh/bohr